# 1
Here is C37H40IrNP3 as an isolated structure at a distorted geometry from the Open Molecules 2025 dataset. Energies are from ωB97M-V/def2-TZVPD.

Its spin multiplicity is 6. As for the charge: +2. The calculation puts the gap between HOMO and LUMO (spin up / spin down) at 4.7 / 3.5 eV. The lowest unoccupied orbital energy (spin up / spin down) comes out at -5.66 / -10.14 eV.

```
82
C37H40IrNP3 ωB97M-V/def2-TZVPD
C -3.8305 -1.9802 3.2854
C -3.2123 -1.6647 2.0819
C -3.1166 -0.3034 1.7153
C -3.5609 0.7313 2.5890
C -4.1511 0.3594 3.8254
C -4.3058 -0.9765 4.1498
C -3.3976 2.0500 2.1388
C -3.4626 2.2999 0.7605
C -3.0972 1.2204 -0.0943
C -3.2153 1.3109 -1.4940
C -3.6480 2.5135 -2.0428
C -3.9821 3.6033 -1.2226
C -3.8875 3.5111 0.1557
H -3.9181 -3.0340 3.5824
H -4.4972 1.1582 4.4951
H -4.7678 -1.2610 5.1011
H -3.5085 2.8714 2.8371
H -3.7065 2.6044 -3.1298
H -4.2876 4.5449 -1.6923
H -4.1466 4.3527 0.8031
N -2.5333 0.1041 0.5181
Ir -0.5936 -0.2340 0.1402
C -2.6308 -2.7010 1.1717
H -3.1214 -2.7018 0.1882
H -2.7102 -3.7087 1.5962
C -2.8154 0.1262 -2.3140
H -3.3312 -0.7917 -2.0122
H -2.9565 0.2957 -3.3814
P -0.8230 -2.3538 0.8475
P -1.0099 -0.1479 -2.0504
C -0.2875 1.2146 -2.9923
H 0.7643 1.0207 -3.2163
H -0.8469 1.3192 -3.9297
H -0.3440 2.1612 -2.4471
C -0.6088 -1.6475 -2.9258
H -0.4676 -1.3745 -3.9801
H 0.3170 -2.0987 -2.5463
H -1.4371 -2.3606 -2.8356
C -0.0011 -2.6428 2.4302
H 0.0047 -3.7194 2.6506
H 1.0301 -2.2760 2.3791
H -0.5112 -2.1140 3.2447
C -0.4132 -3.7598 -0.1935
H 0.6115 -3.6888 -0.5698
H -0.5012 -4.6752 0.4120
H -1.0930 -3.8210 -1.0520
H -1.1450 1.2034 2.0279
H -0.4737 1.2733 1.5729
C 4.8363 0.0234 3.2531
C 3.5398 0.4800 3.5316
C 2.5438 0.4000 2.5483
C 2.8498 -0.1104 1.2733
C 4.1498 -0.5862 1.0119
C 5.1415 -0.5156 1.9984
P 1.5877 0.1052 -0.0500
C 2.0024 1.8148 -0.5662
C 1.0918 2.8490 -0.3204
C 1.4095 4.1615 -0.6824
C 2.6521 4.4436 -1.2572
C 3.5992 3.4269 -1.4331
C 3.2756 2.1170 -1.0673
C 2.3373 -0.9681 -1.3301
C 2.6754 -0.5239 -2.6174
C 3.0827 -1.4409 -3.5915
C 3.1814 -2.7971 -3.2722
C 2.9053 -3.2464 -1.9788
C 2.5220 -2.3278 -0.9992
H 5.6114 0.0939 4.0232
H 3.3005 0.9088 4.5118
H 1.5314 0.7572 2.7524
H 4.4263 -1.0138 0.0479
H 6.1533 -0.8781 1.7852
H 0.1304 2.6138 0.1475
H 0.6777 4.9517 -0.5089
H 2.8864 5.4692 -1.5576
H 4.5794 3.6545 -1.8585
H 4.0362 1.3401 -1.1993
H 2.6727 0.5373 -2.8673
H 3.3281 -1.0796 -4.5920
H 3.4835 -3.5117 -4.0381
H 3.0137 -4.3043 -1.7172
H 2.4133 -2.6568 0.0428
```

The molecule's Löwdin atomic charges, reported in e, are given here:
1 C -0.017
2 C -0.221
3 C -0.207
4 C -0.171
5 C 0.013
6 C -0.038
7 C 0.010
8 C -0.157
9 C -0.201
10 C -0.225
11 C -0.017
12 C -0.041
13 C 0.010
14 H 0.128
15 H 0.131
16 H 0.124
17 H 0.135
18 H 0.126
19 H 0.123
20 H 0.128
21 N -0.114
22 Ir 0.656
23 C -0.241
24 H 0.101
25 H 0.104
26 C -0.242
27 H 0.102
28 H 0.102
29 P 0.680
30 P 0.686
31 C -0.208
32 H 0.029
33 H 0.069
34 H 0.045
35 C -0.235
36 H 0.068
37 H 0.022
38 H 0.057
39 C -0.228
40 H 0.063
41 H 0.024
42 H 0.060
43 C -0.239
44 H 0.012
45 H 0.068
46 H 0.052
47 H 0.082
48 H 0.007
49 C 0.029
50 C 0.001
51 C -0.033
52 C -0.261
53 C -0.024
54 C 0.004
55 P 0.791
56 C -0.346
57 C -0.111
58 C -0.045
59 C -0.036
60 C -0.040
61 C -0.088
62 C -0.387
63 C -0.107
64 C -0.043
65 C -0.049
66 C -0.062
67 C -0.154
68 H 0.142
69 H 0.134
70 H 0.105
71 H 0.119
72 H 0.135
73 H 0.067
74 H 0.120
75 H 0.124
76 H 0.122
77 H 0.112
78 H 0.091
79 H 0.123
80 H 0.121
81 H 0.125
82 H 0.109

***

# 2
Here is one molecule with the formula C2H4N2O3 at a distorted geometry from the Open Molecules 2025 dataset. Energies are from ωB97M-V/def2-TZVPD.

The energy relative to the best compared isomer or geometry (same formula, charge and spin) comes out at 200.3 kJ/mol. The calculation puts the gap between HOMO and LUMO at 10.3 eV. The lowest unoccupied orbital energy comes out at 0.38 eV. Its SMILES is N/N=C(\O)C(=O)O.

```
11
C2H4N2O3 ωB97M-V/def2-TZVPD
N -0.1743 -0.7203 0.8938
C 1.4161 0.9968 0.2346
C 0.1899 0.1510 0.0351
N -1.4211 -1.3186 0.6434
O 1.6216 1.8504 -0.7748
O 2.1415 0.9054 1.1799
O -0.5061 0.3750 -1.1108
H 0.9262 1.7544 -1.4471
H -1.1614 -1.9669 -0.1346
H -1.6447 -1.8689 1.4609
H -1.3877 -0.1583 -0.9804
```

The molecule's Löwdin atomic charges, reported in e, are given here:
1 N 0.034
2 C -0.468
3 C -0.336
4 N -0.004
5 O 0.135
6 O 0.148
7 O 0.034
8 H 0.110
9 H 0.112
10 H 0.086
11 H 0.148

***

# 3
Here is a 2-piece molecular cluster, C4H3I overall at a distorted geometry from the Open Molecules 2025 dataset. Energies are from ωB97M-V/def2-TZVPD.

The energy relative to the best compared isomer or geometry (same formula, charge and spin) comes out at 410.9 kJ/mol. The calculation puts the gap between HOMO and LUMO (spin up / spin down) at 7.9 / 7.8 eV. The lowest unoccupied orbital energy (spin up / spin down) comes out at -1.01 / -1.09 eV.

```
8
C4H3I ωB97M-V/def2-TZVPD
C -0.2404 -0.4435 -0.0299
C -1.2931 0.2311 0.0184
C 0.9269 -1.0605 0.0168
C -2.4588 0.8178 0.0789
I -4.4430 0.0778 0.0050
H 1.8417 -0.6705 -0.0689
H 1.0253 -2.1224 0.1743
H -2.6559 2.7595 -0.2771
```

The molecule's Löwdin atomic charges, reported in e, are given here:
1 C -0.083
2 C -0.256
3 C 0.056
4 C -0.685
5 I 0.700
6 H 0.016
7 H 0.066
8 H 0.188

***

# 4
Here is C7H10O2 as an isolated structure at a distorted geometry from the Open Molecules 2025 dataset. Energies are from ωB97M-V/def2-TZVPD.

The energy relative to the best compared isomer or geometry (same formula, charge and spin) comes out at 411.8 kJ/mol. The calculation puts the gap between HOMO and LUMO at 10.0 eV. The lowest unoccupied orbital energy comes out at 0.60 eV.

```
19
C7H10O2 ωB97M-V/def2-TZVPD
C 0.3472 1.0438 -0.6730
C 1.6142 0.0659 -0.3266
C 0.8496 -1.1865 -0.0291
C 0.0922 -0.5389 1.0814
C -0.7449 0.2004 -0.0464
C -0.3787 -1.2622 -0.7515
C -2.1612 0.6053 0.2007
H 0.3113 2.0631 1.0313
H 0.4648 1.1487 -1.7167
H 2.2988 0.6543 0.3791
H 2.3275 -0.0337 -1.2336
H 1.3700 -2.0785 0.0886
H 0.7111 0.0404 1.9192
H -0.4101 -1.3166 1.6670
H -0.4943 -1.2724 -1.8120
H -1.1000 -1.9280 -0.2922
H -2.4317 1.5114 1.0394
O 0.4635 2.2256 -0.1194
O -3.1292 0.0580 -0.4061
```

The molecule's Löwdin atomic charges, reported in e, are given here:
1 C -0.424
2 C -0.096
3 C -0.335
4 C -0.121
5 C -0.261
6 C -0.054
7 C -0.140
8 H 0.243
9 H 0.143
10 H 0.135
11 H 0.129
12 H 0.128
13 H 0.153
14 H 0.121
15 H 0.118
16 H 0.122
17 H 0.177
18 O -0.042
19 O 0.005

***

# 5
Here is C17H34N as an isolated structure at a distorted geometry from the Open Molecules 2025 dataset. Energies are from ωB97M-V/def2-TZVPD.

The energy relative to the best compared isomer or geometry (same formula, charge and spin) comes out at 1631.7 kJ/mol. As for the charge: +1. The calculation puts the gap between HOMO and LUMO at 7.7 eV. The lowest unoccupied orbital energy comes out at -2.71 eV.

```
52
C17H34N ωB97M-V/def2-TZVPD
C -5.5502 -0.6933 2.8655
C -5.3167 0.1565 1.9549
C -5.1490 1.3093 0.9478
H -4.3251 1.7287 1.1476
H -6.1175 1.7436 0.9077
N -5.3287 0.6051 -0.3716
C -5.1181 1.6827 -1.1834
H -5.8548 2.5607 -1.4015
H -5.0352 1.4662 -2.4683
H -4.0513 2.2602 -1.1224
C -6.6431 0.2888 -0.7154
H -7.4728 0.9396 -0.7822
H -6.5538 -0.5162 -1.8492
H -6.7880 -0.6107 0.0205
C -4.2357 -0.3809 -0.7012
C -2.8678 0.0124 -0.1022
H -2.4271 0.7169 -0.7925
H -2.7546 0.2755 0.9030
C -1.7489 -1.0309 -0.5348
C -0.4366 -0.7300 -0.0198
C 0.4852 -1.9651 -0.4556
C 1.8570 -1.5686 0.1975
C 2.6461 -0.5094 -0.7943
C 4.0951 -0.4648 -0.4341
C 4.5045 0.2535 0.5120
C 6.0969 0.2190 0.9819
C 6.7076 1.0604 0.1149
C 8.2085 1.5543 0.4407
H 8.2069 1.6624 1.6216
H 8.6796 2.1004 -0.0886
H 8.7032 0.5581 0.2857
H 6.5809 0.9401 -1.0608
H 6.2256 2.2468 0.2689
H 6.4566 -0.9042 0.7969
H 6.1475 0.3922 2.0434
H 4.0957 1.2770 0.8768
H 4.1101 -0.5388 1.3679
H 4.5842 0.1316 -1.1260
H 4.5917 -1.4617 -0.6759
H 2.3720 -0.7735 -1.7995
H 2.2801 0.2804 -0.5303
H 1.8507 -1.2567 1.3192
H 2.4475 -2.6359 0.0149
H 0.1217 -2.9526 0.2443
H 0.3998 -2.1847 -1.4908
H 0.0628 -0.0023 -0.7718
H -0.2590 -0.5735 0.9497
H -1.7808 -1.5933 -1.4780
H -2.1375 -1.8920 0.0408
H -4.6436 -1.1320 0.1214
H -4.2295 -0.6582 -1.6582
H -5.6924 -1.3931 3.4629
```

The molecule's Löwdin atomic charges, reported in e, are given here:
1 C 0.230
2 C -0.032
3 C -0.048
4 H 0.062
5 H 0.139
6 N -0.443
7 C -0.183
8 H 0.148
9 H 0.200
10 H 0.163
11 C -0.041
12 H 0.102
13 H 0.245
14 H 0.136
15 C -0.075
16 C -0.132
17 H 0.106
18 H 0.104
19 C -0.246
20 C -0.227
21 C -0.210
22 C -0.176
23 C -0.133
24 C -0.403
25 C -0.296
26 C -0.250
27 C -0.354
28 C -0.060
29 H 0.125
30 H -0.066
31 H 0.082
32 H 0.153
33 H 0.169
34 H 0.166
35 H 0.110
36 H 0.170
37 H 0.151
38 H 0.095
39 H 0.176
40 H 0.121
41 H -0.003
42 H 0.130
43 H 0.149
44 H 0.167
45 H 0.086
46 H 0.151
47 H 0.073
48 H 0.135
49 H 0.117
50 H 0.168
51 H 0.092
52 H -0.043

***

# 6
Here is a 2-piece molecular cluster, C4H8O2S overall at a distorted geometry from the Open Molecules 2025 dataset. Energies are from ωB97M-V/def2-TZVPD.

The energy relative to the best compared isomer or geometry (same formula, charge and spin) comes out at 413.5 kJ/mol. The calculation puts the gap between HOMO and LUMO at 9.1 eV. The lowest unoccupied orbital energy comes out at 0.72 eV.

```
15
C4H8O2S ωB97M-V/def2-TZVPD
C 3.6073 0.7239 -0.5549
C -0.0110 -0.3763 -0.3760
C -1.3875 -2.2853 -0.0929
C -0.5831 2.2705 -0.6079
O 3.9747 0.3285 0.5280
O -0.1309 -1.6531 -0.3337
S -1.4841 0.6764 -0.2858
H 2.7630 0.1892 -0.9968
H 4.0185 1.6211 -0.9555
H -1.9045 -1.6680 0.6041
H -1.1876 -3.2961 0.2922
H -2.0863 -2.2684 -0.9559
H 0.4318 2.0203 -0.5728
H -0.8317 2.9857 0.1896
H -0.8877 2.6239 -1.5684
```

The molecule's Löwdin atomic charges, reported in e, are given here:
1 C -0.134
2 C -0.377
3 C -0.101
4 C -0.360
5 O -0.023
6 O -0.199
7 S 0.794
8 H 0.052
9 H 0.063
10 H 0.038
11 H 0.104
12 H 0.105
13 H -0.019
14 H 0.039
15 H 0.018

***

Repeat the third record exactly.
Here is a 2-piece molecular cluster, C4H3I overall at a distorted geometry from the Open Molecules 2025 dataset. Energies are from ωB97M-V/def2-TZVPD.

The energy relative to the best compared isomer or geometry (same formula, charge and spin) comes out at 410.9 kJ/mol. The calculation puts the gap between HOMO and LUMO (spin up / spin down) at 7.9 / 7.8 eV. The lowest unoccupied orbital energy (spin up / spin down) comes out at -1.01 / -1.09 eV.

```
8
C4H3I ωB97M-V/def2-TZVPD
C -0.2404 -0.4435 -0.0299
C -1.2931 0.2311 0.0184
C 0.9269 -1.0605 0.0168
C -2.4588 0.8178 0.0789
I -4.4430 0.0778 0.0050
H 1.8417 -0.6705 -0.0689
H 1.0253 -2.1224 0.1743
H -2.6559 2.7595 -0.2771
```

The molecule's Löwdin atomic charges, reported in e, are given here:
1 C -0.083
2 C -0.256
3 C 0.056
4 C -0.685
5 I 0.700
6 H 0.016
7 H 0.066
8 H 0.188